1.
Density functional theory data (the ωB97M-V functional and the def2-TZVPD basis) for C27H40BN10PbS3 as an isolated structure.

Last column: Löwdin charge in e.
Atoms and positions in Å:
Pb 0.086 -0.514 0.252  0.887
C 3.126 -1.537 -2.580  -0.039
C 2.689 -0.993 -3.945  -0.542
C 3.930 -0.492 -4.678  -0.055
C 2.031 -2.081 -4.798  -0.037
N 1.755 0.158 -3.755  0.015
C 2.040 1.446 -4.176  -0.039
C 1.003 2.225 -3.832  -0.059
N 0.068 1.444 -3.188  0.021
B -1.222 2.113 -2.652  -0.577
N -2.363 1.092 -2.410  0.021
C -3.067 0.605 -3.486  -0.052
C -3.976 -0.273 -3.031  -0.031
N -3.848 -0.333 -1.656  0.020
C -2.844 0.512 -1.292  -0.653
S -2.273 0.810 0.320  0.593
C -4.694 -1.210 -0.795  -0.537
C -3.819 -2.279 -0.132  -0.028
C -5.455 -0.382 0.246  -0.038
C -5.727 -1.912 -1.673  -0.052
N -0.946 2.970 -1.382  0.021
C -1.805 4.005 -1.092  -0.049
C -1.362 4.622 0.017  -0.030
N -0.218 3.966 0.431  0.017
C 0.022 2.951 -0.446  -0.662
S 1.328 1.822 -0.365  0.604
C 0.590 4.386 1.615  -0.537
C -0.099 5.572 2.284  -0.052
C 0.665 3.241 2.633  -0.038
C 1.978 4.828 1.142  -0.031
C 0.533 0.173 -3.146  -0.674
S -0.284 -1.178 -2.455  0.562
H 3.917 -2.275 -2.720  0.092
H 2.301 -2.019 -2.065  0.038
H 3.512 -0.726 -1.957  0.087
H 4.607 -1.332 -4.821  0.095
H 4.457 0.268 -4.098  0.091
H 3.682 -0.092 -5.662  0.091
H 2.754 -2.878 -4.975  0.093
H 1.722 -1.675 -5.763  0.095
H 1.165 -2.506 -4.304  0.037
H 2.940 1.710 -4.695  0.115
H 0.855 3.280 -3.981  0.132
H -1.609 2.873 -3.496  0.128
H -2.837 0.907 -4.493  0.135
H -4.683 -0.865 -3.578  0.117
H -3.013 -1.829 0.441  0.028
H -3.384 -2.939 -0.885  0.095
H -4.428 -2.882 0.542  0.095
H -4.782 0.145 0.914  0.032
H -6.084 -1.047 0.837  0.091
H -6.100 0.349 -0.245  0.095
H -5.258 -2.573 -2.403  0.091
H -6.367 -1.195 -2.189  0.093
H -6.360 -2.522 -1.031  0.097
H -2.681 4.196 -1.687  0.134
H -1.776 5.470 0.528  0.117
H -1.095 5.308 2.644  0.094
H -0.173 6.428 1.613  0.090
H 0.502 5.874 3.139  0.095
H -0.341 2.871 2.851  0.096
H 1.117 3.607 3.556  0.092
H 1.258 2.417 2.248  0.026
H 1.883 5.667 0.450  0.095
H 2.499 4.018 0.639  0.041
H 2.575 5.157 1.993  0.093
N -0.276 -0.346 4.967  0.118
C -1.617 -0.611 4.862  -0.063
C -1.847 -0.839 3.538  -0.128
N -0.677 -0.729 2.841  -0.003
C 0.260 -0.427 3.720  -0.281
C 1.635 -0.159 3.349  -0.298
N 2.085 -0.297 2.118  -0.006
C 3.379 0.142 2.126  -0.133
C 3.724 0.544 3.382  -0.065
N 2.607 0.348 4.152  0.117
H 0.213 -0.174 5.827  0.158
H -2.277 -0.617 5.712  0.119
H -2.776 -1.070 3.045  0.101
H 3.972 0.148 1.227  0.110
H 4.637 0.946 3.784  0.118
H 2.535 0.571 5.129  0.157

Computed properties:
HOMO energy (eV): -9.386
HOMO-LUMO gap (eV): 7.43
E_tot (hartree): -3012.7509
LUMO (eV): -1.957
Total charge: +1



2.
Density functional theory data (the ωB97M-V functional and the def2-TZVPD basis) for an isolated ion of composition C4H11NO and charge +1 in a non-equilibrium geometry.

Last column: Mulliken spin population.
Atoms and positions in Å:
C -0.081 0.129 0.570  0.021
N 0.838 -0.517 -0.379  0.817
C 1.810 -1.460 0.155  0.005
O 2.248 -2.332 -0.887  0.015
C -1.454 0.483 -0.163  0.010
C -1.853 2.003 -0.074  -0.005
H -0.338 -0.580 1.416  0.025
H 0.640 0.900 1.141  0.066
H 0.893 -0.217 -1.287  -0.031
H 1.263 -1.953 0.909  0.019
H 2.620 -0.814 0.556  0.053
H 2.919 -2.848 -0.453  0.000
H -2.440 -0.130 -0.037  0.005
H -1.296 0.226 -1.168  -0.002
H -2.089 2.346 0.915  0.002
H -0.967 2.583 -0.421  0.001
H -2.714 2.181 -0.793  0.000

Computed properties:
HOMO energy (alpha / beta) (eV): -15.661 / -15.639
HOMO-LUMO gap (alpha / beta) (eV): 12.65 / 7.83
E_tot (hartree): -288.6297
Multiplicity: 2
LUMO (alpha / beta) (eV): -3.011 / -7.812
⟨S²⟩: 0.7546
Total charge: +1
ΔE to the lowest compared entry with this formula, charge and spin (kJ/mol): 224.5



3.
Density functional theory data (the ωB97M-V functional and the def2-TZVPD basis) for one molecule with the formula C17H14O4.

Last column: Löwdin charge in e.
Atoms and positions in Å:
C 3.035 3.670 -0.160  -0.080
O 3.573 2.371 -0.084  -0.067
C 2.723 1.317 -0.050  -0.263
C 3.334 0.060 0.008  0.062
C 2.584 -1.101 0.041  -0.201
O 3.110 -2.333 0.091  -0.053
C 4.507 -2.487 0.104  -0.066
C 1.166 -1.022 0.020  0.010
C 0.311 -2.219 0.054  -0.351
O 0.716 -3.367 0.091  0.081
C -1.114 -1.903 0.041  0.082
C -1.583 -0.640 -0.014  -0.186
C -3.007 -0.278 -0.008  -0.144
C -3.982 -1.168 -0.456  -0.024
C -5.317 -0.813 -0.424  -0.077
C -5.699 0.432 0.051  -0.084
C -4.736 1.326 0.487  -0.076
C -3.400 0.977 0.456  -0.016
O -0.761 0.433 -0.052  0.086
C 0.582 0.246 -0.032  -0.166
C 1.343 1.413 -0.070  0.059
H 2.420 3.901 0.715  0.097
H 3.892 4.342 -0.186  0.094
H 2.441 3.804 -1.069  0.098
H 4.411 0.042 0.024  0.116
H 4.955 -2.022 0.989  0.099
H 4.678 -3.561 0.134  0.099
H 4.967 -2.070 -0.798  0.099
H -1.790 -2.739 0.097  0.122
H -3.693 -2.131 -0.846  0.111
H -6.064 -1.509 -0.774  0.105
H -6.744 0.704 0.077  0.102
H -5.029 2.299 0.855  0.104
H -2.649 1.671 0.802  0.116
H 0.822 2.354 -0.115  0.116

Computed properties:
HOMO energy (eV): -8.488
HOMO-LUMO gap (eV): 8.75
E_tot (hartree): -957.1487
SMILES string: COc1cc(OC)c2c(=O)cc(-c3ccccc3)oc2c1
LUMO (eV): 0.260
ΔE to the lowest compared entry with this formula, charge and spin (kJ/mol): 156.4